[1]
Entry from OMol25: a structure of composition C18H16N8S3SbSe3TeTi (ωB97M-V with the def2-TZVPD basis set).

Results
Orbital gap (spin up / spin down): 4.61 / 3.92 eV
Total charge: -2
⟨S²⟩: 0.76
Spin multiplicity: 2
Energy above the lowest of the compared OMol25 structures with the same formula, charge and spin: 12.05 kcal per mole

Positions of all 51 atoms, in Å:
Te -3.03657 1.45525 -1.89750
Sb 4.23707 1.37606 -1.92751
Se 0.32372 2.42762 -3.47809
Se -1.19123 2.07425 -5.14286
Se -0.75835 1.99425 -1.32667
Ti 1.66264 -0.21006 -0.57141
S 6.09330 1.41160 -0.59620
S 3.38833 -0.99136 -1.85603
S 2.35908 2.03973 -0.44160
N 0.06242 1.59221 1.96436
N 0.18794 -1.23242 0.33779
N 0.31338 -1.01757 -2.05714
N -2.62576 3.53900 3.44980
N 2.32573 -0.63358 1.31313
N -0.92391 -1.73262 -0.27121
N -0.58507 -1.08109 -4.21478
N -0.43760 3.22171 4.16057
C -1.79868 -1.63406 -3.79505
C 1.03174 1.89345 2.83210
C 4.01526 -0.47007 3.00876
C 0.38011 -0.79333 -3.33745
C 0.25225 -1.53077 1.68592
C 3.58266 -0.32208 1.72427
C 1.44864 -1.19909 2.24027
C 0.76697 2.69302 3.92442
C -1.94079 -1.94386 -2.44347
C -1.12622 2.11776 2.17187
C -0.86294 -1.58665 -1.54767
C 3.10915 -0.99423 3.99366
C -2.84263 -1.85118 -4.68802
C -4.17290 -2.73304 -2.88149
C -1.37936 2.94716 3.27170
C -4.02622 -2.39747 -4.22654
C -3.13870 -2.50347 -1.99455
C 1.86003 -1.34882 3.61221
H 1.54474 2.91843 4.64517
H -5.10359 -3.15680 -2.52532
H -3.24036 -2.71973 -0.94034
H -3.39192 3.07695 2.98855
H -2.72324 -1.56925 -5.72626
H 5.02575 -0.18476 3.26343
H 1.25932 -0.30455 -3.73314
H 4.24353 0.08327 0.96466
H 3.42583 -1.10574 5.02366
H 1.14075 -1.75361 4.31485
H -2.81118 3.79421 4.40640
H -4.84495 -2.55584 -4.91763
H -0.59446 -1.98089 2.18165
H -1.91732 1.86909 1.46753
H -0.58449 -0.48490 -5.04204
H 2.01807 1.49784 2.63324

---

[2]
Entry from OMol25: a structure of composition C15H26I2N15O4SZr (ωB97M-V with the def2-TZVPD basis set).

Results
Orbital gap: 7.73 eV
Total charge: +1
Spin multiplicity: 1

Positions of all 64 atoms, in Å:
I -2.88267 0.77272 0.62276
I -3.47968 2.88744 2.22644
Zr 0.34996 0.46197 0.19259
S -1.27141 -1.61748 1.92278
O -3.06694 -1.36579 -0.74522
O -1.70734 1.89756 -3.56957
O -0.80695 1.15596 -1.63905
O 1.28605 -0.79712 -1.30448
N 0.51300 1.81325 -3.33919
N 2.45974 3.54357 0.15402
N -0.96156 3.12960 0.11508
N 0.26386 2.60522 0.38280
N -2.07055 -2.70865 -2.28100
N 0.42455 4.68973 -0.34739
N 4.51457 0.80325 0.22375
N 2.39164 1.15471 0.32402
N -0.82735 -1.26271 -0.91634
N 3.38301 0.22485 0.32195
N -0.84276 4.32692 -0.29610
N 4.37585 2.11200 0.15009
N 0.51085 0.86153 2.61529
N 1.54867 -1.39129 1.46675
N 1.62915 1.68153 -2.49740
C -0.94100 -3.07396 -2.92500
C -0.15087 -3.06293 2.07679
C -2.02146 -1.75319 -1.26940
C -0.69415 1.61238 -2.78057
C -0.62201 0.63736 3.53373
C -3.01665 1.84063 -2.98489
C 0.29292 -1.50901 -1.62490
C 0.26187 -2.50944 -2.64804
C -1.18764 -0.78688 3.56188
C -3.36545 -3.22686 -2.66829
C 1.10161 3.62869 0.06231
C 2.00717 -1.10083 2.83572
C 3.06854 2.32448 0.20626
C 1.16235 -2.79723 1.33005
C 1.79258 0.37761 3.16526
H -3.99914 -3.30764 -1.78649
H -0.62746 -1.43582 4.22949
H 2.14208 2.55969 -2.44691
H -0.33230 0.89418 4.56550
H -0.67659 -3.91163 1.63769
H -3.85203 -2.54494 -3.36781
H 1.02631 -3.00956 0.26574
H 0.59686 1.88202 2.55066
H -3.71634 2.00462 -3.80158
H 1.82486 0.51512 4.25356
H 0.58058 2.21421 -4.27057
H 2.35887 -1.20266 0.84975
H -3.11522 2.62700 -2.23350
H 1.15783 -2.78352 -3.17610
H 1.44390 -1.71178 3.53827
H 2.25725 0.94981 -2.82906
H -3.25005 -4.20239 -3.13333
H 3.01926 4.37234 0.02464
H -1.05721 -3.81093 -3.70888
H -3.19325 0.87002 -2.51674
H 0.00167 -3.27311 3.13248
H 3.06800 -1.34728 2.96567
H -2.21708 -0.73344 3.92249
H 1.94379 -3.47918 1.70175
H -1.41602 1.33022 3.24796
H 2.60992 0.95504 2.73181

---

[3]
Entry from OMol25: a cluster of 2 separate species, CH6NS in total (ωB97M-V with the def2-TZVPD basis set).

Results
Orbital gap: 5.85 eV
Total charge: -1
Spin multiplicity: 1
Energy above the lowest of the compared OMol25 structures with the same formula, charge and spin: 16.09 kcal per mole

Positions of all 9 atoms, in Å:
S 1.32542 0.45452 1.93968
N -0.38765 -2.33596 -1.96687
C 0.32520 1.80702 1.50740
H 0.42111 1.86791 0.41640
H 0.15864 -1.60672 -1.50319
H 0.73255 2.81985 1.66075
H -0.78494 1.76094 1.69072
H -0.70625 -2.95767 -1.22400
H -1.08406 -1.80989 -2.52088

---

[4]
Entry from OMol25: a structure of composition C30H26AsGeNO2SV (ωB97M-V with the def2-TZVPD basis set).

Results
Orbital gap (spin up / spin down): 4.12 / 4.28 eV
Total charge: +2
⟨S²⟩: 0.77
Spin multiplicity: 2

Positions of all 63 atoms, in Å:
As 1.50014 -20.54370 -6.37464
Ge 1.37025 -22.38711 -1.50765
V 1.38592 -19.93172 -4.02843
S 1.87611 -17.98042 -3.62086
O 0.67191 -20.89330 -2.29529
O 3.87533 -19.25529 -4.25410
N 3.38026 -20.11022 -3.69080
C 2.29568 -25.12569 -5.29655
C 5.24988 -21.14394 -0.38287
C 2.71050 -17.93524 -7.00593
C 2.98194 -23.50702 -3.65060
C 2.90783 -21.84209 -0.40147
C 1.12963 -21.88641 -7.86081
C -0.95679 -18.93393 -6.63018
C 3.97935 -21.29011 1.67836
C 1.01222 -25.03662 -4.77464
C 5.22385 -21.03171 1.01303
C 2.78152 -16.70235 -7.65213
C 2.84557 -21.65062 0.98802
C -3.08897 -19.44844 -5.57105
C 1.94591 -23.20767 -9.72927
C -0.22768 -19.70303 -5.68941
C 1.59098 -18.98624 -8.90140
C 3.32036 -24.33934 -4.71309
C 1.64815 -17.75447 -9.53480
C 0.75949 -24.36461 -3.60659
C 0.64570 -23.65153 -9.98912
C 2.08773 -19.06697 -7.56398
C -0.13747 -22.35993 -8.05028
C 1.73958 -23.53801 -2.99493
C -2.38889 -20.11948 -4.55142
C 4.11948 -21.59316 -1.04714
C 2.27346 -16.64917 -8.94090
C -2.37037 -18.88688 -6.64733
C -0.36189 -23.28424 -9.08179
C 2.19150 -22.32184 -8.66801
C -0.97196 -20.27625 -4.65783
H -4.18240 -19.30624 -5.50658
H 4.32535 -24.25822 -5.15357
H 6.14720 -20.78626 -0.92255
H -2.82605 -18.34615 -7.49209
H -1.33622 -23.73334 -9.17651
H -0.41946 -18.35258 -7.37509
H 0.23527 -25.60390 -5.31711
H 0.61807 -23.40253 -0.63323
H 6.02756 -20.64452 1.64759
H 3.20366 -21.89789 -8.52345
H 2.39686 -15.72098 -9.49770
H 1.04990 -19.85230 -9.31546
H -0.44733 -20.89515 -3.85835
H -2.83850 -20.46755 -3.62874
H -0.96642 -22.00383 -7.43878
H 3.91853 -21.19605 2.75912
H 0.46176 -24.27968 -10.91712
H 4.16054 -21.65089 -2.13600
H 3.20649 -15.81794 -7.19954
H -0.23452 -24.44468 -3.17654
H 1.89159 -21.72344 1.49831
H 3.15601 -18.01116 -6.00590
H 3.69399 -22.70640 -3.46339
H 2.43597 -25.78888 -6.15415
H 1.04363 -17.59719 -10.42397
H 2.80966 -23.52670 -10.31928

---

[5]
Entry from OMol25: a cluster of 2 separate species, C30H31BO5 in total (ωB97M-V with the def2-TZVPD basis set).

Results
Orbital gap: 2.74 eV
Spin multiplicity: 1
Energy above the lowest of the compared OMol25 structures with the same formula, charge and spin: 43.91 kcal per mole

Positions of all 67 atoms, in Å:
O 6.42337 -0.71207 1.18736
O 3.92654 2.12230 0.99228
O 4.03557 -0.08926 -0.11798
O -3.90445 3.00335 -2.02460
O 3.17049 0.12140 2.18001
C 1.94288 1.08209 0.24954
C 7.74100 -0.32450 1.04857
C 7.84473 1.05458 1.10038
C -5.65366 1.49629 -2.82335
C -1.43028 -4.75192 1.58901
C -0.27776 -4.11785 2.07555
C -7.00677 1.40143 -3.14240
C 5.67095 0.43087 1.37644
C -2.81938 0.83282 -1.91362
C 0.57769 1.15612 -0.29768
C 2.80749 0.19801 -0.71258
C -3.37047 1.95494 -1.27753
C -3.29005 2.11656 0.10924
C -7.74959 2.55294 -3.39441
C -0.89160 -2.00993 0.99581
C -7.14377 3.81138 -3.35047
C -2.15799 -0.11338 -1.14134
C -2.26739 -4.03418 0.72727
C -5.08960 2.76778 -2.70036
C -2.63470 1.15442 0.85986
C 6.53543 1.52746 1.32984
C 2.66637 2.43079 0.43986
C -1.79014 -6.15625 1.97425
C 8.83748 -1.26811 0.87855
C -2.00511 -2.69813 0.44765
C -1.94073 0.10751 0.23440
C -0.02741 -2.77305 1.80998
C -5.79385 3.93134 -3.04200
C -0.74990 -0.54054 0.88354
C 1.89457 0.41206 1.68585
B 4.05002 0.64510 1.16531
H 1.34110 -0.54212 1.63899
H 9.74780 -0.65906 0.82805
H 0.54723 1.28601 -1.38419
H -7.45308 0.40959 -3.18774
H -1.74330 -0.99207 -1.63878
H -8.80855 2.46212 -3.63849
H -3.13028 -4.51068 0.25550
H -0.56444 -0.08419 1.85726
H 6.20592 2.55549 1.42496
H -7.71715 4.71470 -3.56511
H -2.42330 -6.61317 1.20585
H 8.95847 -1.94820 1.72887
H -2.90076 0.72017 -3.00076
H 8.78106 -1.82795 -0.06323
H -0.89350 -6.77006 2.07080
H -5.27390 4.88521 -2.99668
H 8.74640 1.63722 0.97262
H 1.37344 1.09127 2.38602
H -2.33748 -6.20236 2.92895
H 2.06486 3.05434 1.12248
H 2.74253 2.95692 -0.52918
H -2.58840 1.24883 1.94323
H -5.06274 0.59759 -2.63878
H 0.84949 -2.29932 2.25066
H -0.03540 1.89775 0.23451
H 2.96859 0.74267 -1.66828
H -3.72335 3.00478 0.56274
H 2.27838 -0.74355 -0.93615
H -2.70553 -2.17268 -0.19261
H 0.17950 0.07006 -0.04755
H 0.44641 -4.69174 2.67381

---

[6]
Entry from OMol25: a structure of composition CH3O2Si (ωB97M-V with the def2-TZVPD basis set).

Results
Orbital gap: 7.90 eV
Total charge: -1
Spin multiplicity: 1
Energy above the lowest of the compared OMol25 structures with the same formula, charge and spin: 10.74 kcal per mole

Positions of all 7 atoms, in Å:
Si 0.45675 0.68990 -0.30494
O -1.04176 0.12486 -0.35753
O -0.72548 -2.08173 0.77804
C -1.49444 -1.17315 0.89069
H 0.46390 1.39710 -1.57471
H 1.43928 -0.41812 -0.40879
H 0.90175 1.46113 0.97724

---

[7]
Entry from OMol25: the molecule C11H15ClN2 (ωB97M-V with the def2-TZVPD basis set).

Results
Structure (SMILES): Clc1ccc(CNC2CCCC2)cn1
Orbital gap: 9.33 eV
Spin multiplicity: 1
Energy above the lowest of the compared OMol25 structures with the same formula, charge and spin: 81.90 kcal per mole

Positions of all 29 atoms, in Å:
Cl -3.60650 4.76512 -2.11778
N 0.32540 -0.47052 -0.60527
N -1.78474 2.96777 -2.15394
C 1.80721 -1.27187 1.99555
C -1.29242 1.75765 -1.78786
C -2.93018 3.22806 -1.67396
C 2.67720 -1.16346 -0.16360
C -3.59222 2.46921 -0.75380
C -1.07618 -0.38571 -0.40888
C -2.94731 1.29012 -0.25756
C -1.79820 0.85447 -0.87703
C 1.24338 -1.55073 -0.25981
C 1.03252 -2.28579 1.10849
C 2.97278 -0.54450 1.28412
H -1.54878 -1.26282 -0.86926
H -4.73743 2.62189 -0.56883
H 3.07042 -0.46683 -0.95860
H 2.67028 0.62391 1.18908
H 1.23909 -2.27340 -1.00551
H -0.42389 1.39513 -2.28085
H 0.09391 -2.54672 1.56704
H 1.70698 -3.20069 1.32841
H -3.60958 0.71636 0.50973
H 1.28987 -0.73682 2.80161
H 2.30288 -1.94303 2.80317
H 0.78311 0.41737 -0.09227
H 3.98780 -0.65864 1.60995
H 3.33165 -2.09106 -0.17268
H -1.18704 -0.25450 0.81037

---

[8]
Entry from OMol25: a structure of composition C26H43N3O3OsP (ωB97M-V with the def2-TZVPD basis set).

Results
Orbital gap (spin up / spin down): 7.15 / 5.58 eV
Total charge: +3
⟨S²⟩: 6.07
Spin multiplicity: 5

Positions of all 77 atoms, in Å:
Os -0.28656 -0.51124 0.00601
P 0.17099 0.72109 -1.84524
O -1.31742 -1.83639 -1.33193
O -0.64675 2.10739 2.13036
O -2.84724 1.01114 0.59489
N -0.82227 1.94057 3.41926
N 1.38769 -1.69157 -0.59119
N 0.05831 -1.90155 1.70826
C 2.96026 -3.42123 -0.12144
C 1.90741 -0.24203 2.05384
C -1.16050 -2.35663 2.45555
C -2.01284 -3.33364 1.67070
C -1.84236 0.42358 0.41080
C -0.87319 0.84840 -3.46202
C 1.88914 2.92909 -2.54824
C 3.27831 -2.00058 -2.02081
C -2.32326 1.15546 -3.07083
C 1.77816 -2.73856 0.14640
C 3.73382 -3.02137 -1.21400
C -2.76118 -1.95527 -1.59876
C 0.91519 2.44767 -1.45897
C 2.05203 -1.35547 -1.75053
C -0.39573 1.95216 -4.41310
C 1.73130 2.42293 -0.15851
C 0.17210 2.32083 4.28355
C -2.10120 1.08222 5.24468
C 0.89321 -1.13156 2.71936
C 1.40896 -0.36432 -2.52017
C 0.04891 2.07913 5.63462
C -0.26219 3.42317 -1.25382
C -1.95772 1.32143 3.89266
C -0.78715 -0.46787 -4.25851
C -1.08796 1.44536 6.13724
C 0.86654 -3.09979 1.27409
H -0.87043 3.56791 -2.15464
H 0.64706 1.81800 -4.72596
H 2.86114 -0.75348 1.88454
H 2.60987 2.14629 -2.81612
H 3.25004 -4.22749 0.55176
H 0.18169 -3.90069 0.95633
H -2.72562 1.07012 3.15602
H -2.92641 1.14428 -3.99113
H -0.90951 3.07453 -0.43501
H 3.83985 -1.64566 -2.88904
H 1.51238 0.11518 1.06783
H 1.40018 3.29551 -3.45435
H 1.34323 -1.88656 3.38098
H -0.79140 -2.80654 3.39063
H -2.97998 -1.87290 -2.67439
H 2.45759 3.77647 -2.13632
H -1.00913 1.87839 -5.32467
H -1.72170 -1.45061 2.72739
H -1.59461 -0.46685 -5.00365
H 0.18083 -0.52739 3.29583
H -3.04245 -2.93921 -1.21117
H -1.19594 1.24668 7.20181
H -0.90908 -1.36665 -3.63754
H 1.10032 2.23766 0.72146
H 2.55020 1.69263 -0.19840
H -2.73831 0.41232 -2.37769
H -1.74632 -4.37566 1.89730
H -3.32041 -1.19505 -1.03360
H -0.54030 2.96357 -4.01618
H 4.67633 -3.52627 -1.42402
H 0.16955 -0.55362 -4.78844
H 0.86239 2.39320 6.28040
H 1.91566 -0.03773 -3.42787
H -2.41279 2.14634 -2.60777
H 0.14378 4.40410 -0.96182
H 2.18533 3.41526 -0.01413
H -3.01696 0.58741 5.56875
H 1.43962 -3.45504 2.14663
H 1.03520 2.80873 3.83307
H 2.09753 0.63505 2.67893
H -3.05625 -3.18954 1.97798
H -1.96533 -3.17996 0.58539
H -0.75365 -1.67533 -2.16327